80
Properties=species:S:1:pos:R:3:forces:R:3 method="wB97M-V/def2-TZVPD" energy_ha=-3469.868820 homo_energy_ev=-1.4 total_charge=-2 lumo_energy_ev=4.170
Sr -0.80115 -0.82448 0.24777 -0.05 -0.27 -0.37
C 5.96190 -2.10810 3.38909 -0.01 0.01 0.00
C 4.72576 -1.49894 2.77996 -0.01 0.02 0.01
C 4.35332 -0.17976 3.01720 0.01 -0.03 0.00
C 3.20190 0.32351 2.46422 -0.04 0.04 -0.02
C 2.32651 -0.41603 1.62339 0.10 0.08 0.15
N 1.17772 0.20496 1.19892 -0.33 -0.14 -0.01
C 1.19207 1.53329 0.84008 -0.03 0.06 0.02
C 2.33801 2.03738 0.16894 0.02 -0.09 -0.03
C 2.44076 3.30832 -0.32725 -0.04 0.00 -0.01
C 1.38333 4.20277 -0.18451 0.01 -0.01 -0.01
C 1.43253 5.57919 -0.79101 0.01 -0.01 0.01
C 0.25819 3.74395 0.47058 -0.05 -0.03 -0.02
C 0.09430 2.44691 0.98377 0.09 0.07 0.05
C -1.23398 2.11762 1.74059 0.07 0.02 0.08
O -1.88558 0.98235 1.36446 0.30 -0.09 0.08
C -2.32191 3.23744 1.56843 0.02 -0.04 0.01
F -2.05349 4.43163 2.14833 0.04 0.04 0.03
F -2.57072 3.47702 0.26989 -0.01 0.01 -0.13
F -3.49891 2.84953 2.09207 -0.03 -0.02 0.05
C -0.89606 2.06061 3.26876 -0.02 0.00 -0.04
F -2.00600 1.97635 4.04196 -0.08 0.01 0.01
F -0.22335 3.14675 3.70282 0.02 0.06 -0.01
F -0.15654 0.99606 3.57237 0.07 -0.07 0.00
C 2.69999 -1.77659 1.39130 0.04 -0.05 -0.01
C 3.87885 -2.24758 1.98289 -0.04 0.00 -0.03
C 1.90448 -2.81815 0.53395 -0.02 0.05 0.09
O 0.87221 -2.38204 -0.19352 -0.05 0.33 0.06
C 1.31230 -3.89286 1.50773 -0.03 0.00 -0.02
F 0.35873 -3.30965 2.26467 -0.07 0.06 0.04
F 2.16176 -4.48424 2.37380 0.09 -0.01 0.04
F 0.71277 -4.89917 0.84207 0.00 -0.01 -0.04
C 2.87556 -3.53771 -0.47184 -0.04 -0.02 0.02
F 2.19811 -4.19602 -1.42239 -0.05 -0.03 -0.04
F 3.65793 -2.65033 -1.10211 0.06 0.08 -0.04
F 3.70924 -4.46981 0.06927 0.05 -0.05 0.06
H 6.63169 -1.33281 3.76736 0.01 0.00 0.00
H 6.51689 -2.70093 2.65813 0.00 -0.01 0.00
H 5.71956 -2.77023 4.22604 0.00 0.00 0.01
H 4.96215 0.45661 3.65404 0.01 0.00 0.00
H 2.91657 1.34499 2.68332 -0.01 0.00 0.00
H 3.15439 1.34347 0.01374 0.00 0.00 0.01
H 3.33515 3.59953 -0.86925 0.00 0.01 0.00
H 2.40807 6.04823 -0.63771 0.00 0.01 0.00
H 0.67343 6.23025 -0.35256 -0.01 0.00 0.00
H 1.25709 5.53605 -1.86982 0.00 0.00 -0.01
H -0.53843 4.46316 0.57366 -0.02 -0.01 0.01
H 4.16390 -3.27491 1.81160 0.00 -0.03 -0.01
O -1.46824 -2.04013 4.64814 -0.11 -0.10 0.00
C -2.12305 -1.43978 3.89477 0.19 0.16 -0.04
O -0.54096 0.34805 -1.95824 -0.04 0.07 -0.11
N -0.54677 -0.03947 -3.15817 0.13 -0.09 0.01
C 0.11845 0.68565 -4.04345 -0.07 0.07 -0.05
C 0.05663 0.22657 -5.39471 0.03 0.05 0.05
N -0.00656 -0.13448 -6.48828 -0.02 -0.01 0.00
C 0.80227 1.91069 -3.75596 -0.02 -0.04 -0.01
N 1.33884 2.91735 -3.60180 0.01 0.01 0.01
C -5.01208 -0.34077 -0.77482 0.04 0.03 0.01
N -4.16697 -0.60730 -1.93244 0.00 0.00 0.13
C -3.68331 0.63085 -2.54577 0.04 0.05 0.02
C -3.39190 -1.73419 -1.94437 -0.03 0.13 0.07
S -3.22516 -2.71919 -0.57315 0.00 -0.03 0.01
N -2.78048 -2.04130 -3.09664 0.06 -0.05 -0.02
C -3.23116 -1.56702 -4.39080 -0.04 -0.10 -0.07
C -1.69300 -3.00958 -3.14036 0.01 -0.02 -0.02
H -5.76362 0.39168 -1.07675 0.01 0.00 0.00
H -4.43761 0.07057 0.06182 -0.03 -0.02 -0.05
H -5.49864 -1.25159 -0.44066 0.00 0.00 0.00
H -3.26264 1.28067 -1.77235 -0.02 0.00 0.00
H -4.51308 1.14761 -3.03371 0.01 0.01 -0.01
H -2.90104 0.43512 -3.26863 -0.04 0.09 0.10
H -4.20415 -1.09142 -4.29677 0.01 -0.04 -0.04
H -3.32377 -2.42772 -5.05793 0.01 -0.01 -0.01
H -2.51674 -0.86908 -4.83235 0.00 -0.03 -0.02
H -1.05492 -2.92963 -2.26309 -0.01 0.01 0.00
H -1.09309 -2.79086 -4.02218 0.00 0.00 0.00
H -2.07925 -4.03117 -3.19256 -0.01 0.00 0.00
N -3.93819 -0.21898 2.72158 0.09 -0.18 0.16
C -3.38920 -1.05683 3.45199 -0.25 0.20 -0.13
H -3.25161 0.38812 2.19248 0.05 -0.09 0.03

---

74
Properties=species:S:1:pos:R:3:forces:R:3 method="wB97M-V/def2-TZVPD" energy_ha=-3507.562972 homo_energy_ev=-5.1 total_charge=-1 lumo_energy_ev=2.199
Sc 10.39894 10.52584 9.89855 -0.02 0.01 0.16
O 8.80943 11.65015 9.59105 0.55 -1.25 0.57
C 8.63329 12.89713 9.34781 -0.47 -0.03 0.32
C 7.53704 13.18739 8.55194 -0.30 -0.32 0.17
C 7.27814 14.47238 8.21887 -1.83 0.44 -0.97
C 8.12614 15.49095 8.61839 0.56 0.76 0.37
C 9.19114 15.21109 9.47394 -0.84 0.96 -0.53
C 9.38351 13.92863 9.93657 1.70 -1.38 0.33
C 10.41523 13.56319 10.94008 -0.57 0.11 -0.40
N 10.80735 12.35547 11.15677 0.04 0.84 0.05
N 11.65929 12.15407 12.25484 -0.13 0.21 -0.29
C 11.61448 10.89284 12.56682 0.44 -0.68 0.10
O 10.86107 10.00192 12.02508 0.01 0.54 -0.61
C 12.56884 10.35866 13.59344 0.13 0.33 -0.02
C 12.71735 8.96963 13.66828 0.00 0.17 0.76
C 13.55738 8.41514 14.64213 -0.50 1.02 -0.53
C 14.18988 9.27344 15.51164 1.26 -0.46 0.36
C 14.05369 10.65022 15.44414 0.18 -0.31 -0.01
C 13.29070 11.21590 14.43925 -0.74 -0.37 0.62
H 6.93000 12.31549 8.33726 -0.13 0.30 -0.41
H 6.33086 14.67662 7.66068 1.04 0.08 0.33
H 7.92542 16.51161 8.30565 0.14 -0.11 0.02
H 9.85340 16.01723 9.75551 0.05 0.05 0.27
H 10.77888 14.36919 11.57973 0.12 -0.11 0.06
H 12.09697 8.36381 13.02709 0.15 -0.10 -0.16
H 13.72118 7.36898 14.76028 -0.08 -0.65 -0.20
H 14.94896 8.85958 16.18972 -0.58 0.14 0.05
H 14.56625 11.19206 16.22578 0.00 0.54 -0.24
H 13.09578 12.27984 14.43434 0.12 0.01 -0.34
C 8.36794 8.53654 12.70862 -1.32 0.54 -0.73
C 9.20126 8.16191 11.53174 0.46 -1.37 0.38
O 9.20447 8.86256 10.53124 -0.29 0.03 -1.01
N 9.90228 6.99450 11.58328 -0.47 0.77 -0.07
C 10.70813 6.47977 10.49664 -0.74 -0.56 0.15
C 12.13734 6.23205 10.85988 -0.08 0.06 0.00
C 13.11647 6.37941 9.90747 1.16 0.34 -0.73
C 14.42745 6.01305 10.26152 -0.27 0.02 -0.06
C 14.70500 5.54342 11.54278 -0.81 0.64 -0.95
C 13.62978 5.50667 12.40903 1.18 -0.18 0.94
N 12.39890 5.80985 12.09977 -1.17 0.19 -0.11
H 7.27155 8.53318 12.42934 1.20 -0.33 0.21
H 8.58564 9.57457 12.90982 0.22 0.26 0.17
H 8.55789 7.94314 13.57209 0.02 -0.50 0.66
H 10.00025 6.51994 12.45834 -0.07 -0.09 0.33
H 10.57414 7.10358 9.63841 0.26 0.76 -0.44
H 10.27896 5.52437 10.15693 0.06 -0.03 0.27
H 12.90195 6.84136 8.91529 0.14 -0.54 0.87
H 15.22092 6.11620 9.54146 0.16 0.10 -0.19
H 15.69034 5.30656 11.88962 0.34 -0.15 -0.03
H 13.85444 5.27051 13.44630 -0.36 -0.21 0.06
O 13.31261 10.34595 7.65167 -0.46 -0.38 0.67
C 13.41474 10.21749 8.90069 -0.17 -0.51 -0.39
O 12.48340 10.27179 9.74954 -0.26 -0.06 0.06
C 14.74700 9.84312 9.46627 0.91 0.07 -0.92
C 15.74748 9.41773 8.55556 0.19 0.45 1.27
C 17.01761 9.11026 9.09843 -0.73 -0.31 -0.15
C 17.17170 9.16145 10.47560 -1.47 0.01 -1.33
O 18.22096 8.69285 11.14246 1.35 -0.39 1.15
C 17.68826 8.42665 12.44885 1.33 0.02 0.29
O 16.58122 9.27989 12.64739 0.23 -0.24 0.20
C 16.16211 9.50948 11.36750 -0.48 0.04 -1.81
C 14.94334 9.89436 10.86051 0.58 -0.25 -0.32
H 15.50854 9.34480 7.48162 0.21 0.10 0.77
H 17.81492 8.66800 8.51012 -0.03 0.25 -0.07
H 18.48727 8.67990 13.16217 -0.48 -0.28 -0.03
H 17.43438 7.34719 12.45551 -0.31 0.44 0.28
H 14.16205 10.18766 11.51056 -0.78 0.22 0.38
F 12.29297 10.97464 5.39213 -0.73 -0.14 0.72
Te 11.07318 10.24808 6.64126 1.11 0.53 0.35
F 9.81078 11.54953 6.06526 0.43 0.21 0.41
F 11.99407 8.53843 6.40004 0.06 0.91 0.54
F 10.20102 9.45807 5.22987 -0.66 -0.84 -0.99
F 11.33135 11.75808 7.95111 -0.28 -0.15 -0.47
O 10.10575 9.55620 8.02086 0.53 -0.21 -0.15

---

70
Properties=species:S:1:pos:R:3:forces:R:3 method="wB97M-V/def2-TZVPD" energy_ha=-2182.870676 homo_energy_ev=-7.5 total_charge=0 lumo_energy_ev=-2.428
C -3.01046 0.54338 3.62547 0.26 0.44 -0.22
C -4.21079 -0.09022 3.58132 -1.43 -1.49 -0.96
C -4.33476 -1.48292 3.40538 0.66 0.11 -0.80
C -3.17077 -2.22132 3.17847 0.94 0.89 0.08
C -1.92082 -1.56252 3.24889 -0.22 0.47 0.35
C -1.83683 -0.16019 3.45630 -0.45 -2.15 0.78
N -3.21499 -3.69845 2.83143 -2.30 0.14 1.71
O -2.18673 -4.32500 2.72713 -0.42 0.44 -0.38
O -4.37522 -4.17566 2.85548 2.31 0.58 -0.55
H -3.02164 1.62256 3.66599 -0.04 0.00 0.30
H -5.10847 0.46903 3.36266 -0.22 0.24 0.82
H -5.31160 -1.92069 3.26207 0.06 -0.13 0.13
H -1.00494 -2.13399 3.21767 -0.01 -0.15 -0.33
H -0.89435 0.36538 3.50004 -0.47 -1.08 0.40
C -0.89408 -0.24348 -2.39848 -2.14 -3.57 1.54
C -1.98408 -1.07898 -2.49269 0.83 -0.19 -0.49
C -1.84542 -2.25489 -3.21568 -0.09 -0.95 -0.56
C -0.62156 -2.58415 -3.78977 1.22 0.01 0.50
C 0.52124 -1.76101 -3.57390 -1.02 -0.27 -0.07
C 0.37024 -0.54166 -2.90730 -3.73 -11.79 -4.07
N -0.41754 -3.88056 -4.53938 0.99 0.77 -0.58
O 0.71310 -4.20934 -4.95776 -1.74 0.88 1.06
O -1.42226 -4.50803 -4.74872 -0.38 -0.67 -0.07
H -1.06000 0.68792 -1.87755 -2.42 -5.06 -1.38
H -2.96604 -0.87098 -2.09409 0.06 0.38 0.17
H -2.75345 -2.83691 -3.27166 0.34 -0.56 -0.45
H 1.48847 -1.98856 -3.99711 -0.06 -0.37 -0.12
H 1.19709 0.14614 -2.80898 -0.91 -3.29 -5.50
C -0.90612 1.87480 2.07153 0.97 0.01 -2.33
C 0.35656 1.50046 2.47603 1.68 0.35 -0.67
C 1.33558 0.94184 1.60111 -1.77 0.83 0.79
C 1.05610 0.78538 0.24610 -0.67 0.38 2.04
C -0.17293 1.23748 -0.18543 4.33 -3.65 9.98
C -1.15094 1.72838 0.69096 0.60 -0.11 1.50
N 1.99231 0.07107 -0.63672 -1.06 2.80 3.06
O 2.99168 -0.38323 -0.14202 -1.77 7.74 -6.36
O 1.66374 0.02836 -1.78921 7.51 0.69 7.53
H -1.67036 2.21410 2.75506 0.44 0.30 -0.33
H 0.60812 1.65434 3.51499 0.35 -0.16 0.15
H 2.26504 0.58937 2.02332 -2.47 0.88 -0.26
H -0.50239 1.30536 -1.21170 4.02 -7.44 3.70
H -2.15298 2.00577 0.39879 0.02 0.04 -0.73
C -0.55742 5.49921 -5.11892 1.30 -0.16 -0.99
C -1.37853 5.38008 -4.03711 0.52 -0.43 1.60
C -1.23131 4.29937 -3.14933 -0.33 -0.17 -1.05
C -0.37353 3.23464 -3.48629 0.34 1.97 -0.49
C 0.40449 3.31074 -4.68362 -0.21 1.41 -0.40
C 0.33039 4.47816 -5.51422 -1.22 -0.82 2.12
N -0.33017 2.06853 -2.64779 1.48 7.04 -5.38
O 0.29446 1.08232 -3.09417 -2.59 12.69 -3.31
O -0.91289 2.04699 -1.56611 -8.53 13.93 -10.08
H -0.48006 6.46694 -5.59210 -0.34 -0.06 -0.48
H -1.98387 6.22987 -3.75813 -0.24 -0.12 0.07
H -1.86123 4.29407 -2.27207 0.15 -0.28 0.16
H 1.13449 2.57177 -4.97933 -0.23 -0.37 0.32
H 0.91769 4.62616 -6.40842 0.22 -0.33 0.13
C 3.42556 -1.49149 1.45750 2.64 -3.06 2.16
C 3.45243 -0.41581 2.30434 2.80 -2.75 2.63
C 3.69923 -0.72359 3.67798 -0.01 -0.48 0.12
C 3.94958 -2.05174 4.08701 -1.15 -1.34 -1.88
C 3.85538 -3.12563 3.11235 1.10 0.76 2.47
C 3.71230 -2.80217 1.81416 -1.24 0.35 0.10
N 4.26451 -2.42664 5.49741 0.84 1.61 0.37
O 4.40219 -1.50295 6.27247 -0.52 1.22 0.01
O 4.51844 -3.54356 5.85144 -0.45 -1.62 -1.12
H 3.42678 -1.24299 0.40648 1.81 -5.03 2.59
H 3.47539 0.60136 1.94207 1.57 -0.53 0.26
H 3.64203 0.06633 4.41225 0.41 -0.03 0.22
H 4.02244 -4.17397 3.31105 0.11 0.10 0.83
H 3.74447 -3.61437 1.10303 -0.06 0.20 -0.36